(A)
{
  "formula": "C4H12OS2",
  "method": "the ωB97M-V functional and the def2-TZVPD basis",
  "smiles": "CCSSCC.O",
  "homo_ev": -8.84,
  "lumo_ev": 0.5,
  "multiplicity": 1,
  "elements": ["C", "C", "S", "S", "C", "C", "H", "H", "H", "H", "H", "H", "H", "H", "H", "H", "O", "H", "H"],
  "coordinates": [[-1.30, -1.58, -2.54], [0.07, -2.16, -2.73], [1.41, -1.40, -1.71], [0.84, 0.56, -1.38], [0.05, 0.48, 0.23], [-0.35, 1.91, 0.58], [-2.01, -2.07, -3.21], [-1.27, -0.53, -2.81], [-1.68, -1.67, -1.53], [0.41, -2.09, -3.77], [0.11, -3.22, -2.47], [-0.85, -0.13, 0.20], [0.67, 0.08, 1.03], [-0.57, 1.91, 1.62], [-1.14, 2.27, 0.00], [0.47, 2.60, 0.52], [1.97, 1.92, 6.09], [1.42, 1.42, 6.70], [1.77, 1.71, 5.17]],
  "mulliken_charge": [-1.0940, -0.3497, -0.1258, -0.1484, -0.1801, -1.3826, 0.3571, 0.3372, 0.2463, 0.3084, 0.3240, 0.2143, 0.3601, 0.3775, 0.3791, 0.3767, -0.6408, 0.3216, 0.3191]
}

(B)
{
  "formula": "C4H12OS2",
  "method": "the ωB97M-V functional and the def2-TZVPD basis",
  "smiles": "CCCSSC.O",
  "homo_ev": -8.34,
  "lumo_ev": 0.5,
  "multiplicity": 1,
  "elements": ["C", "C", "C", "S", "S", "C", "H", "H", "H", "H", "H", "H", "H", "H", "H", "H", "O", "H", "H"],
  "coordinates": [[0.00, 0.00, 0.00], [-0.44, 0.78, -1.32], [0.76, 1.35, -2.07], [0.29, 2.47, -3.42], [2.07, 3.05, -4.12], [2.79, 4.21, -2.91], [0.82, 0.56, 0.47], [0.34, -1.03, -0.20], [-0.85, -0.04, 0.71], [-1.10, 0.10, -1.89], [-1.05, 1.62, -0.95], [1.28, 0.49, -2.53], [1.49, 1.88, -1.42], [2.00, 4.90, -2.59], [3.60, 4.80, -3.39], [3.21, 3.71, -2.02], [4.96, 3.18, -4.49], [5.08, 2.30, -4.07], [5.49, 3.79, -3.93]],
  "mulliken_charge": [-1.1240, -0.4289, -0.4871, -0.1297, -0.0703, -0.7970, 0.3157, 0.3049, 0.3164, 0.3197, 0.3080, 0.3310, 0.2630, 0.3589, 0.2611, 0.2559, -0.6495, 0.3261, 0.3255]
}

(C)
{
  "formula": "C4H12OS2",
  "method": "the ωB97M-V functional and the def2-TZVPD basis",
  "smiles": "CCCSSC.O",
  "homo_ev": -8.54,
  "lumo_ev": 0.9,
  "multiplicity": 1,
  "elements": ["C", "C", "C", "S", "S", "C", "H", "H", "H", "H", "H", "H", "H", "H", "H", "H", "O", "H", "H"],
  "coordinates": [[2.04, 2.85, 1.89], [1.83, 1.47, 1.17], [0.36, 0.99, 1.36], [-0.63, 1.08, -0.26], [-1.82, -0.60, -0.25], [-3.54, 0.10, 0.07], [1.62, 2.81, 2.85], [3.08, 2.98, 2.13], [1.78, 3.69, 1.25], [1.91, 1.35, -0.04], [2.35, 0.72, 1.73], [0.36, -0.11, 1.62], [-0.10, 1.62, 2.19], [-3.47, 0.61, 1.07], [-3.96, 0.68, -0.72], [-4.17, -0.72, 0.23], [3.50, -5.37, -3.05], [3.24, -5.39, -3.91], [4.47, -5.37, -2.97]],
  "mulliken_charge": [-1.2477, -0.2496, -0.6073, -0.1215, -0.0848, -0.7979, 0.4278, 0.3556, 0.2737, 0.2990, 0.2242, 0.3666, 0.2868, 0.2501, 0.3039, 0.3210, -0.6262, 0.3006, 0.3255]
}

(A) (0.0062 hartree below the next structure)

(A)
{
  "formula": "C4H9O3",
  "method": "the ωB97M-V functional and the def2-TZVPD basis",
  "charge": -1,
  "homo_ev": -4.41,
  "lumo_ev": 4.1,
  "multiplicity": 1,
  "elements": ["C", "C", "O", "H", "H", "H", "H", "H", "H", "C", "C", "O", "O", "H", "H", "H"],
  "coordinates": [[-0.89, -0.95, 0.26], [-2.36, -1.46, 0.16], [-0.97, 0.48, 0.58], [-0.31, -1.32, 1.12], [-0.30, -1.10, -0.63], [-2.45, -2.13, -0.69], [-0.55, 0.87, -0.25], [-2.91, -0.53, 0.06], [-2.61, -1.96, 1.10], [2.14, 1.44, 0.37], [1.68, 0.82, -1.00], [2.39, -0.07, -1.49], [0.53, 1.21, -1.40], [1.42, 1.01, 1.05], [2.01, 2.52, 0.25], [3.18, 1.19, 0.53]],
  "mulliken_charge": [-0.2451, -0.9646, -0.6284, 0.2892, 0.2906, 0.2916, 0.4254, 0.2846, 0.2207, -0.6968, 0.5787, -0.7067, -0.8156, 0.1709, 0.2360, 0.2696]
}

(B)
{
  "formula": "C4H9O3",
  "method": "the ωB97M-V functional and the def2-TZVPD basis",
  "charge": -1,
  "homo_ev": -3.39,
  "lumo_ev": 4.1,
  "multiplicity": 1,
  "elements": ["C", "O", "C", "C", "C", "O", "H", "H", "H", "H", "H", "H", "H", "H", "H", "O"],
  "coordinates": [[-0.84, -0.16, -0.51], [-0.46, -1.10, 0.37], [0.23, 0.20, -1.69], [1.64, 0.33, -1.22], [1.34, 0.74, 0.29], [1.28, 1.90, 0.56], [-1.64, -0.65, -0.91], [-1.27, 0.72, -0.05], [0.29, -0.59, -2.50], [-0.08, 1.03, -2.24], [2.25, 0.89, -1.87], [2.15, -0.59, -1.21], [1.13, -0.10, 1.00], [-2.12, -0.84, 2.53], [-1.72, -1.40, 1.15], [-2.46, -1.45, 1.93]],
  "mulliken_charge": [-0.7584, -0.9263, -0.6058, -0.6690, 0.0461, -0.5520, 0.5863, 0.2694, 0.2620, 0.3739, 0.4051, 0.2697, 0.3879, 0.2410, 0.4355, -0.7656]
}

(C)
{
  "formula": "C4H9O3",
  "method": "the ωB97M-V functional and the def2-TZVPD basis",
  "charge": -1,
  "homo_ev": -4.46,
  "lumo_ev": 4.0,
  "multiplicity": 1,
  "elements": ["C", "O", "H", "H", "H", "H", "C", "C", "C", "O", "O", "H", "H", "H", "H", "H"],
  "coordinates": [[-0.72, 2.15, 1.36], [-1.52, 0.99, 1.19], [-1.42, 0.66, 0.26], [-1.38, 2.91, 1.75], [-0.34, 2.50, 0.40], [0.16, 1.90, 1.96], [0.86, -0.78, -1.15], [1.04, -1.40, 0.26], [-0.60, -0.98, -1.58], [-0.89, -2.02, -2.17], [-1.37, -0.02, -1.26], [1.23, 0.24, -1.14], [1.61, -1.34, -1.72], [2.04, -1.22, 0.65], [1.03, -2.48, 0.19], [0.28, -1.11, 1.00]],
  "mulliken_charge": [-0.6288, -0.5451, 0.4279, 0.2541, 0.2609, 0.2194, -0.3163, -1.1521, 0.4724, -0.7158, -0.7928, 0.2836, 0.3036, 0.3044, 0.3306, 0.2939]
}

(D)
{
  "formula": "C4H9O3",
  "method": "the ωB97M-V functional and the def2-TZVPD basis",
  "charge": -1,
  "homo_ev": -4.56,
  "lumo_ev": 4.3,
  "multiplicity": 1,
  "elements": ["C", "C", "O", "H", "H", "H", "H", "H", "H", "C", "C", "O", "O", "H", "H", "H"],
  "coordinates": [[1.09, -0.85, -1.43], [1.80, 0.32, -2.08], [-0.28, -0.86, -1.75], [1.53, -1.81, -1.76], [1.21, -0.80, -0.35], [2.88, 0.26, -1.89], [-0.77, -0.64, -0.91], [1.43, 1.25, -1.67], [1.64, 0.31, -3.16], [-0.51, 0.02, 2.78], [-0.65, 0.42, 1.30], [0.01, 1.39, 0.90], [-1.41, -0.33, 0.62], [0.30, -0.71, 2.85], [-1.42, -0.46, 3.13], [-0.22, 0.86, 3.41]],
  "mulliken_charge": [-0.1636, -0.9553, -0.5986, 0.2600, 0.1206, 0.3008, 0.5115, 0.2317, 0.2821, -0.9073, 0.6856, -0.6842, -0.8287, 0.1733, 0.2856, 0.2866]
}

(D) (0.0164 hartree below the next structure)

(A)
{
  "formula": "C4H9O3",
  "method": "the ωB97M-V functional and the def2-TZVPD basis",
  "charge": -1,
  "homo_ev": -4.37,
  "lumo_ev": 4.2,
  "multiplicity": 1,
  "elements": ["C", "C", "O", "O", "H", "H", "H", "C", "C", "O", "H", "H", "H", "H", "H", "H"],
  "coordinates": [[-0.69, -3.00, -1.49], [-0.41, -1.59, -0.90], [0.10, -0.71, -1.64], [-0.84, -1.43, 0.27], [-0.44, -3.67, -0.65], [-0.17, -3.10, -2.43], [-1.74, -3.11, -1.76], [-0.01, 1.53, 0.90], [1.11, 2.36, 1.59], [-0.01, 1.88, -0.49], [0.23, 0.48, 1.09], [-1.02, 1.84, 1.21], [0.84, 3.38, 1.85], [-0.08, 1.06, -1.01], [1.91, 2.19, 0.87], [1.21, 1.89, 2.59]],
  "mulliken_charge": [-0.9787, 0.7329, -0.8271, -0.7201, 0.2630, 0.2914, 0.2143, -0.0582, -1.0191, -0.5606, 0.2223, 0.1987, 0.2545, 0.4200, 0.2926, 0.2741]
}

(B)
{
  "formula": "C4H9O3",
  "method": "the ωB97M-V functional and the def2-TZVPD basis",
  "charge": -1,
  "homo_ev": -4.47,
  "lumo_ev": 4.2,
  "multiplicity": 1,
  "elements": ["C", "C", "O", "O", "H", "H", "H", "C", "C", "O", "H", "H", "H", "H", "H", "H"],
  "coordinates": [[-0.09, -2.91, -0.37], [-0.58, -1.44, -0.39], [0.20, -0.59, -0.96], [-1.67, -1.13, 0.12], [0.11, -3.06, 0.61], [0.71, -3.06, -1.08], [-0.96, -3.53, -0.54], [0.87, 1.97, 0.26], [-0.49, 1.74, 0.91], [1.10, 1.87, -1.17], [1.11, 3.01, 0.37], [1.53, 1.31, 0.74], [-1.30, 1.43, 0.22], [0.79, 0.90, -1.49], [-0.85, 2.67, 1.33], [-0.47, 0.84, 1.44]],
  "mulliken_charge": [-1.0798, 0.6279, -0.7726, -0.6995, 0.2805, 0.2917, 0.3099, -0.2671, -0.9715, -0.6618, 0.3607, 0.2355, 0.2895, 0.4967, 0.2978, 0.2622]
}

(A) (0.0239 hartree below the next structure)

(A)
{
  "formula": "C4H7N2",
  "method": "the ωB97M-V functional and the def2-TZVPD basis",
  "smiles": "C/C=C/[NH+]=C=N",
  "charge": 1,
  "homo_ev": -14.16,
  "lumo_ev": -6.2,
  "multiplicity": 1,
  "elements": ["C", "C", "C", "N", "C", "N", "H", "H", "H", "H", "H", "H", "H"],
  "coordinates": [[-1.98, -0.14, 0.02], [-0.49, -0.16, 0.07], [0.24, 0.97, -0.10], [1.70, 0.98, -0.09], [2.15, -0.18, 0.11], [1.65, -1.28, 0.16], [-2.56, 0.74, -0.45], [-2.27, -0.19, 1.13], [-2.45, -1.03, -0.57], [0.05, -1.14, 0.26], [-0.07, 1.88, -0.56], [2.22, 1.85, -0.32], [1.80, -2.30, 0.34]],
  "mulliken_charge": [-1.0801, -0.0060, -0.2127, -0.1018, 0.3984, -0.2591, 0.3232, 0.2645, 0.3031, 0.4049, 0.3440, 0.2987, 0.3230]
}

(B)
{
  "formula": "C4H7N2",
  "method": "the ωB97M-V functional and the def2-TZVPD basis",
  "charge": 1,
  "homo_ev": [-13.30, -15.52],
  "lumo_ev": [-7.1, -5.3],
  "multiplicity": 1,
  "elements": ["C", "C", "C", "C", "N", "N", "H", "H", "H", "H", "H", "H", "H"],
  "coordinates": [[2.23, 0.44, -0.35], [-0.95, 0.71, -0.30], [1.18, -0.65, -0.23], [-0.09, -0.15, 0.48], [2.46, 1.43, 0.30], [-2.12, 1.17, -0.12], [2.90, 0.19, -1.19], [0.93, -1.07, -1.20], [1.65, -1.43, 0.37], [0.21, 0.40, 1.39], [-0.65, -1.05, 0.77], [-2.73, 0.95, 0.68], [-2.53, 1.81, -0.79]],
  "mulliken_charge": [0.0331, 0.2774, -0.5912, -0.4768, -0.4354, -0.2089, 0.3617, 0.3674, 0.3287, 0.3820, 0.3697, 0.2822, 0.3102]
}

(C)
{
  "formula": "C4H7N2",
  "method": "the ωB97M-V functional and the def2-TZVPD basis",
  "smiles": "C1=CNC[NH+]=C1",
  "charge": 1,
  "homo_ev": -13.85,
  "lumo_ev": -4.7,
  "multiplicity": 1,
  "elements": ["C", "C", "N", "C", "N", "C", "H", "H", "H", "H", "H", "H", "H"],
  "coordinates": [[-1.35, 0.70, 0.20], [-0.18, 1.38, -0.07], [1.02, 0.78, -0.13], [1.10, -0.57, 0.34], [-0.07, -1.19, -0.13], [-1.26, -0.68, 0.00], [-2.30, 1.18, 0.48], [-0.17, 2.50, -0.24], [1.88, 1.10, -0.64], [2.07, -0.98, -0.16], [1.35, -0.79, 1.38], [-0.04, -2.20, -0.43], [-2.07, -1.23, -0.60]],
  "mulliken_charge": [-0.6891, 0.0818, -0.1530, -0.5440, -0.1182, 0.1164, 0.3567, 0.3808, 0.3156, 0.3380, 0.2800, 0.3107, 0.3243]
}

(D)
{
  "formula": "C4H7N2",
  "method": "the ωB97M-V functional and the def2-TZVPD basis",
  "charge": 1,
  "homo_ev": [-13.14, -13.14],
  "lumo_ev": [-5.3, -5.3],
  "multiplicity": 1,
  "elements": ["C", "C", "C", "C", "N", "N", "H", "H", "H", "H", "H", "H", "H"],
  "coordinates": [[-1.05, 1.10, -0.02], [-1.96, 0.19, 0.27], [2.15, 0.01, -0.05], [-0.20, -0.08, -0.57], [0.92, -0.06, 0.39], [-1.27, -0.92, -0.26], [-0.68, 2.04, 0.01], [-2.97, 0.04, 0.80], [2.30, 0.30, -1.08], [2.87, 0.00, 0.68], [0.26, -0.29, -1.54], [0.72, -0.41, 1.45], [-1.09, -1.91, -0.07]],
  "mulliken_charge": [-0.4802, -0.4033, -0.1489, 0.0407, -0.1613, -0.3376, 0.4802, 0.3451, 0.2558, 0.2993, 0.4527, 0.4002, 0.2571]
}

(C) (0.1053 hartree below the next structure)